No. 1
Entry from the OMol25 dataset: C23H46BIN3O4SSi3 as an isolated structure (the ωB97M-V functional and the def2-TZVPD basis).

Each line ends with the Löwdin charge.
Geometry (Å):
1 C -0.070659 -2.679535 4.960839  -0.10
2 O -0.314470 -2.540894 3.568387  -0.20
3 C -0.061615 -3.801563 2.956080  -0.19
4 C -0.188198 -3.699149 1.435202  -0.07
5 C -1.388400 -4.204767 0.777541  -0.09
6 C -2.520584 -4.827300 1.574719  -0.11
7 C -3.715824 -3.833182 1.754467  -0.23
8 O -3.358158 -2.951033 2.814590  -0.21
9 Si -3.444799 -1.306431 2.419436  0.45
10 C -4.924459 -0.852561 1.331457  -0.17
11 C -1.900867 -0.601525 1.606974  -0.14
12 C -3.654613 -0.382272 4.068806  -0.16
13 C -1.555017 -4.134480 -0.594154  0.03
14 B -2.825564 -4.603691 -1.398152  -0.58
15 O -3.791931 -5.506824 -0.943074  0.13
16 O -3.011598 -4.075227 -2.678171  0.00
17 C -2.824062 -5.154128 -3.606070  -0.08
18 C -0.456444 -3.574206 -1.340473  -0.27
19 N -0.315254 -3.415144 -2.640349  -0.23
20 S 1.106932 -2.743665 -3.005137  1.05
21 N 1.672487 -2.622733 -1.488197  -0.23
22 C 0.758086 -3.084182 -0.667312  -0.28
23 C 0.868407 -3.135742 0.763861  -0.07
24 C 2.063508 -2.642355 1.576027  -0.14
25 C 3.017529 -1.657639 0.857506  -0.32
26 C 3.737711 -0.793953 1.958123  -0.62
27 I 2.949780 1.211435 1.812399  0.84
28 H 0.997189 -2.816221 5.200218  0.09
29 H -0.473857 -1.798855 5.479544  0.09
30 H -0.640703 -3.552526 5.332401  0.09
31 H -0.717855 -4.578110 3.376505  0.11
32 H 0.968514 -4.127510 3.200584  0.12
33 H -2.863133 -5.774993 1.142362  0.12
34 H -2.220106 -5.080569 2.600442  0.10
35 H -4.579669 -4.451360 2.044507  0.13
36 H -3.840710 -3.323856 0.785997  0.09
37 H -5.837825 -1.340606 1.703417  0.04
38 H -4.735791 -1.279895 0.329435  0.03
39 H -5.023044 0.233912 1.222352  0.04
40 H -1.487203 -1.222591 0.797189  0.03
41 H -2.182575 0.381727 1.188876  0.05
42 H -1.110921 -0.411230 2.345351  0.03
43 H -3.125676 -0.960330 4.844297  0.02
44 H -3.270416 0.642945 4.001396  0.04
45 H -4.725620 -0.420425 4.319654  0.03
46 H -4.625872 -5.067712 -0.737353  0.11
47 H -1.997937 -5.826582 -3.322347  0.09
48 H -2.591594 -4.727637 -4.591583  0.09
49 H -3.747385 -5.743681 -3.730903  0.09
50 H 2.582728 -3.509584 2.019752  0.13
51 H 1.640767 -2.095325 2.435455  0.10
52 H 3.784289 -2.265952 0.352496  0.10
53 H 2.510286 -1.001816 0.149069  0.05
54 H 4.827416 -0.815127 1.858039  0.04
55 H 3.506723 -1.238859 2.935396  0.03
56 C 1.277161 2.496554 -1.972205  -0.21
57 Si 2.325080 4.071989 -2.092118  0.19
58 C 3.725908 3.707619 -3.313611  -0.21
59 C 3.093958 4.349794 -0.383469  -0.22
60 N 1.322037 5.332605 -2.585639  -0.24
61 Si 1.847343 6.916801 -2.820105  0.20
62 C 3.165019 7.078577 -4.171073  -0.21
63 C 2.521855 7.722763 -1.244009  -0.21
64 C 0.362979 7.955306 -3.374456  -0.22
65 H 1.891999 1.646365 -1.649912  -0.01
66 H 0.470830 2.629043 -1.246850  0.01
67 H 0.838721 2.255345 -2.943112  0.01
68 H 4.202414 2.746384 -3.080195  0.01
69 H 4.504317 4.472611 -3.274333  0.00
70 H 3.341466 3.652114 -4.333929  0.02
71 H 2.333886 4.668266 0.334088  0.02
72 H 3.884316 5.102796 -0.412688  0.00
73 H 3.542203 3.420112 -0.011809  -0.07
74 H 4.133615 6.700901 -3.836627  0.00
75 H 3.305133 8.130987 -4.450232  0.01
76 H 2.866573 6.530926 -5.067140  0.02
77 H 1.841175 7.557875 -0.406534  0.02
78 H 2.633086 8.806181 -1.380964  0.01
79 H 3.504782 7.327336 -0.978977  0.00
80 H -0.421485 7.938732 -2.614820  0.01
81 H -0.046792 7.568681 -4.310152  0.01
82 H 0.660477 8.998852 -3.536998  0.00

Atomic forces in eV per Å
C -0.724 0.020 0.191
O 0.277 -0.577 0.434
C 0.252 -0.147 -0.530
C -0.460 -0.270 0.591
C 0.105 -0.299 -0.198
C -0.278 0.153 0.735
C 1.444 -1.341 0.246
O -0.790 0.829 -0.976
Si 0.452 1.160 0.847
C 0.376 -1.110 -0.333
C -0.111 -0.014 -0.128
C -0.105 -1.024 -0.313
C 0.129 -0.133 -0.201
B -0.398 0.630 -0.466
O 0.353 0.297 0.505
O 0.419 -0.893 0.514
C -0.477 0.099 -0.866
C 1.532 0.835 0.676
N -0.573 -0.238 -1.334
S -0.620 -0.457 1.518
N 0.718 0.345 -0.773
C -0.928 -0.380 0.414
C -0.072 -0.354 0.310
C -0.655 0.831 -0.441
C 0.953 -0.528 1.120
C -0.502 -0.791 -0.497
I 0.416 -0.429 0.402
H -0.211 0.075 -0.167
H 0.303 -0.124 -0.279
H 0.292 0.202 0.035
H 0.111 0.389 -0.069
H -0.304 0.122 -0.030
H 0.122 0.458 -0.203
H -0.073 0.143 -0.389
H -0.094 0.522 -0.197
H -0.411 -0.013 0.345
H 0.073 0.444 -0.052
H -0.179 0.333 0.188
H -0.090 -0.284 0.183
H -0.099 0.253 0.190
H 0.087 -0.349 0.001
H -0.162 -0.233 -0.178
H -0.025 0.399 -0.140
H -0.213 -0.249 0.139
H 0.290 0.338 0.082
H -0.027 -0.234 -0.355
H -0.192 0.235 -0.013
H 0.094 0.005 0.388
H 0.280 0.100 0.246
H 0.120 0.294 -0.367
H 0.030 -0.198 -0.310
H -0.288 0.466 -0.243
H 0.103 -0.396 0.059
H -0.295 0.472 -0.162
H 0.022 0.559 -0.104
C 0.446 -0.241 0.158
Si -1.409 1.059 -0.551
C 0.308 -0.471 0.274
C 0.323 -0.497 0.080
N 0.909 0.191 0.156
Si -0.946 -1.554 0.146
C 0.122 0.599 -0.003
C 0.166 0.549 -0.198
C 0.326 0.419 -0.027
H -0.099 -0.093 0.002
H -0.019 0.031 -0.031
H -0.030 0.052 0.001
H 0.062 0.006 -0.063
H -0.024 0.044 -0.045
H -0.046 0.068 0.019
H -0.032 0.056 -0.062
H -0.039 0.057 0.018
H 0.069 0.115 0.020
H -0.006 -0.066 -0.017
H 0.066 -0.017 -0.060
H -0.022 -0.060 0.050
H -0.006 -0.074 -0.025
H 0.034 0.017 0.086
H -0.019 -0.052 0.038
H -0.002 -0.062 -0.007
H -0.011 -0.054 0.032
H -0.120 0.037 -0.033

Computed properties:
LUMO = 0.81 eV
Net charge = -1
Calculated total energy = -2958.6626 a.u.
Molar mass = 682.7 g/mol
Frontier orbital gap = 4.12 eV

No. 2
Entry from the OMol25 dataset: a 6-piece molecular cluster, C23H46N7O12 overall (the ωB97M-V functional and the def2-TZVPD basis).

Each line ends with the Löwdin charge.
Geometry (Å):
1 C 2.228159 -4.483585 1.735889  -0.11
2 C 2.562185 -4.177754 0.267067  -0.23
3 C 1.340450 -4.018907 -0.663979  -0.22
4 N 0.226250 -3.332461 -0.011231  0.05
5 C -1.012290 -3.285272 -0.796288  -0.39
6 O -0.767174 -3.083836 -2.171737  -0.08
7 N -0.703813 -1.668785 -2.544310  0.06
8 O 0.380334 -1.272554 -2.525830  0.11
9 C -1.763625 -4.658602 -0.679362  -0.29
10 O -2.647325 -4.790687 -1.786134  0.02
11 O -2.506813 -4.558228 0.515609  0.07
12 C -3.093686 -3.281992 0.418837  -0.43
13 O -4.219553 -3.093761 0.674135  0.18
14 C -2.031853 -2.342147 -0.122552  -0.02
15 C -1.455700 -1.565361 1.128748  -0.62
16 O -1.839019 -1.976673 2.229120  0.01
17 O -0.709139 -0.596225 0.875462  -0.05
18 H 3.134515 -4.517525 2.354758  0.07
19 H 1.700382 -5.446854 1.828860  0.07
20 H 1.577544 -3.710211 2.169425  0.06
21 H 3.185821 -3.273233 0.216280  0.10
22 H 3.161011 -5.014081 -0.129845  0.10
23 H 1.046758 -4.999683 -1.092741  0.11
24 H 1.637621 -3.403900 -1.525956  0.10
25 H -0.016053 -3.805439 0.856381  0.11
26 H -1.090170 -5.523416 -0.661718  0.16
27 H -3.140982 -5.613571 -1.648517  0.11
28 H -2.520379 -1.584391 -0.739889  0.16
29 C -1.460810 -4.174614 -5.278385  -0.01
30 C -0.798775 -3.943224 -6.614782  -0.55
31 O 0.263196 -4.458039 -6.921882  0.03
32 N -1.442715 -3.118316 -7.489874  0.00
33 C -2.695750 -2.416562 -7.299457  -0.08
34 H -0.837522 -4.834564 -4.684419  0.08
35 H -1.587027 -3.238296 -4.736038  0.07
36 H -2.441170 -4.634628 -5.409552  0.09
37 H -0.956589 -2.998837 -8.364164  0.13
38 H -3.428044 -2.723826 -8.049129  0.08
39 H -2.549731 -1.337682 -7.379715  0.08
40 H -3.101575 -2.631565 -6.316821  0.07
41 C 2.125739 0.009891 -0.374348  -0.02
42 C 3.207802 0.745600 0.363289  -0.55
43 O 3.948857 0.193227 1.168483  0.01
44 N 3.243358 2.093086 0.219439  0.01
45 C 2.488040 2.943152 -0.679979  -0.08
46 H 2.133770 -1.032238 -0.065890  0.07
47 H 1.151242 0.419865 -0.106581  0.06
48 H 2.250143 0.064973 -1.455471  0.07
49 H 3.845182 2.545678 0.888506  0.14
50 H 3.178094 3.591269 -1.226749  0.08
51 H 1.810505 3.556255 -0.082075  0.05
52 H 1.906088 2.365889 -1.390140  0.08
53 C 0.813571 2.268862 4.074419  -0.01
54 C 0.667365 1.760823 2.658837  -0.55
55 O 0.604676 2.518004 1.693437  -0.02
56 N 0.612763 0.427463 2.460833  0.01
57 C 0.698844 -0.634704 3.434482  -0.05
58 H 0.847186 3.354378 4.046553  0.08
59 H -0.032567 1.956802 4.688139  0.07
60 H 1.734150 1.894422 4.524553  0.08
61 H 0.475827 0.151048 1.492906  0.04
62 H 1.550587 -1.280145 3.211970  0.08
63 H -0.206575 -1.240152 3.405584  0.06
64 H 0.820009 -0.229389 4.435757  0.07
65 C -3.463688 1.058800 5.274076  -0.01
66 C -2.934372 2.362584 4.716808  -0.57
67 O -2.759770 3.342339 5.436812  0.00
68 N -2.675046 2.409531 3.393141  0.03
69 C -2.781165 1.335346 2.413066  -0.05
70 H -3.622716 1.185249 6.341204  0.08
71 H -4.408782 0.792930 4.799623  0.08
72 H -2.762308 0.243216 5.107258  0.08
73 H -2.357711 3.311384 3.072115  0.14
74 H -1.827320 1.157753 1.922609  0.06
75 H -3.521401 1.598282 1.653909  0.09
76 H -3.084867 0.408963 2.889190  0.07
77 C 2.630154 8.824652 -1.149751  -0.02
78 C 3.154933 7.578083 -0.470373  -0.56
79 O 4.339339 7.287076 -0.493726  0.02
80 N 2.250525 6.793523 0.169066  0.01
81 C 0.818447 6.984746 0.292083  -0.07
82 H 3.468834 9.337418 -1.610172  0.08
83 H 1.901223 8.570085 -1.920039  0.08
84 H 2.156585 9.491269 -0.427970  0.08
85 H 2.651305 5.974453 0.600328  0.13
86 H 0.531624 7.062550 1.341730  0.09
87 H 0.281734 6.142126 -0.146028  0.08
88 H 0.512849 7.892868 -0.217174  0.07

Atomic forces in eV per Å
C -0.248 0.040 -0.039
C -0.029 -0.117 0.092
C 0.105 0.045 -0.249
N -0.049 -0.178 -0.510
C -0.242 -0.459 0.435
O 0.248 0.101 0.126
N 0.068 0.316 0.233
O -0.074 -0.133 -0.162
C -0.075 0.084 -0.768
O 0.189 -0.275 0.328
O 0.020 -0.133 -0.429
C 1.555 -0.171 -0.508
O -1.394 0.269 0.560
C -0.505 0.158 0.552
C 0.082 0.210 -0.411
O -0.112 -0.268 0.241
O -1.710 -1.340 -1.928
H -0.192 -0.073 -0.220
H 0.180 0.210 0.018
H 0.225 -0.146 -0.110
H -0.216 -0.196 0.056
H -0.045 0.350 0.047
H 0.072 0.117 0.229
H -0.054 -0.252 0.232
H 0.069 0.247 0.088
H -0.067 0.228 0.427
H 0.069 0.287 0.004
H 0.295 -0.285 -0.265
C 0.069 -0.036 -0.052
C 0.019 -0.005 0.026
O -0.026 -0.017 -0.007
N -0.073 0.010 0.017
C 0.150 -0.022 -0.126
H 0.035 0.019 -0.017
H -0.075 -0.039 0.040
H -0.031 0.042 0.052
H 0.014 0.004 0.013
H -0.043 0.011 0.035
H -0.044 0.012 0.035
H -0.005 0.002 0.012
C 0.102 -0.146 -0.163
C -0.405 0.132 0.655
O 0.104 -0.084 -0.183
N 0.308 -0.037 -0.357
C 0.185 0.198 0.492
H 0.048 -0.026 -0.023
H 0.136 0.107 -0.370
H 0.005 0.047 -0.026
H 0.076 0.000 -0.068
H -0.068 -0.026 -0.102
H -0.174 -0.033 -0.186
H -0.001 -0.106 0.054
C -0.043 0.130 -0.026
C 0.230 -1.521 0.260
O -0.169 0.871 -0.325
N 1.537 1.857 1.333
C -0.041 0.131 0.005
H -0.036 0.027 0.014
H 0.051 0.013 0.047
H -0.028 -0.032 0.019
H -0.159 -0.037 0.797
H 0.128 0.015 0.043
H -0.031 -0.001 -0.007
H 0.071 0.010 0.048
C 0.010 0.057 0.053
C -0.037 0.121 0.077
O -0.028 -0.099 -0.051
N -0.053 -0.087 -0.041
C -0.052 0.220 0.006
H 0.023 0.047 -0.011
H 0.019 -0.045 -0.034
H 0.026 -0.079 -0.055
H 0.138 -0.059 0.008
H 0.004 -0.013 0.009
H -0.041 -0.064 -0.005
H 0.026 -0.027 -0.005
C 0.027 0.009 -0.012
C -0.031 -0.045 0.029
O 0.019 0.023 -0.017
N -0.003 0.036 0.002
C 0.106 -0.140 0.044
H 0.030 -0.032 0.015
H -0.035 0.031 0.021
H -0.043 0.001 -0.028
H -0.013 -0.015 -0.014
H -0.037 0.023 -0.013
H -0.034 0.017 0.001
H 0.000 0.013 -0.009

Computed properties:
LUMO = 1.86 eV
Net charge = -1
Calculated total energy = -2190.2301 a.u.
Molar mass = 612.7 g/mol
Frontier orbital gap = 7.52 eV

- Among the records above, which one has the lowest molar mass?
  C23H46N7O12

- Look up the frontier orbital gap of the second one.
  7.52 eV

- The lowest molar mass belongs to which entry?
  C23H46N7O12